a.
This record from the OMol25 dataset describes a cluster of 2 separate species, C2H8N5 in total. The level of theory is ωB97M-V/def2-TZVPD.

Calculated values
* orbital gap (spin up / spin down): 0.286 / 0.276 Eh
* HOMO level (spin up / spin down): -12.9 / -13.0 eV

Geometry as ORCA input:
```
! RIJCOSX wB97M-V def2-TZVPD def2/J DEFGRID3
* xyz 1 1
C 1.327 1.295 0.348
C -0.690 1.012 -0.932
N 0.190 -1.686 0.019
N 1.882 0.181 0.714
N -2.302 0.001 0.111
N -1.578 1.042 0.014
N 0.587 1.213 -0.860
H 0.631 -2.003 -0.850
H -0.879 -1.663 -0.218
H 2.769 0.303 1.216
H 1.402 -0.695 0.495
H 0.282 -2.439 0.643
H -2.996 0.101 0.781
H -1.875 1.994 0.201
H 1.250 1.344 -1.682
*
```

***

b.
This record from the OMol25 dataset describes a structure of composition C2H8N5. The level of theory is ωB97M-V/def2-TZVPD.

Calculated values
* orbital gap: 0.404 Eh
* HOMO level: -13.9 eV

Geometry as ORCA input:
```
! RIJCOSX wB97M-V def2-TZVPD def2/J DEFGRID3
* xyz 1 1
C -0.960 -0.041 -0.867
C -2.133 -0.653 -0.309
N 0.679 0.222 1.112
N 0.103 -0.350 1.896
N 0.135 0.145 -1.219
N -0.773 -0.928 2.422
N 2.308 1.100 -1.204
H -2.495 -0.226 0.703
H -1.913 -1.722 -0.163
H -3.037 -0.614 -0.952
H 1.294 0.768 -1.338
H -1.021 -1.000 3.365
H 2.743 1.442 -2.049
H 2.842 0.187 -0.972
H 2.227 1.671 -0.426
*
```

***

Tell me which of them is the most stable. Sure, it is b.